<A>
The molecule C9H18N2O4. Source: the Open Molecules 2025 dataset; level of theory: the ωB97M-V functional and the def2-TZVPD basis.

The geometry in ORCA input format:
```
! wB97M-V def2-TZVPD RIJCOSX def2/J DEFGRID3
* xyz 0 1
C 2.515 1.708 -0.920
C 1.692 1.034 0.156
C 2.526 0.899 1.435
C 1.189 -0.349 -0.374
N 0.220 -0.941 0.547
C -1.069 -1.359 0.255
O -1.530 -2.197 0.988
C -1.989 -0.760 -0.802
N -3.063 -1.661 -1.137
C -2.627 0.599 -0.419
C -2.999 0.762 1.050
O -1.683 1.563 -0.815
C 2.261 -1.365 -0.505
O 2.953 -1.498 -1.505
O 2.459 -2.205 0.551
H 2.902 2.724 -0.666
H 1.981 1.809 -1.866
H 3.411 1.180 -1.162
H 0.788 1.562 0.382
H 1.933 0.420 2.217
H 3.400 0.253 1.344
H 2.802 1.873 1.886
H 0.680 -0.245 -1.298
H 0.601 -1.584 1.209
H -1.457 -0.531 -1.725
H -2.643 -2.473 -1.569
H -3.575 -1.945 -0.326
H -3.583 0.716 -0.969
H -3.473 1.716 1.217
H -3.653 -0.046 1.346
H -2.132 0.738 1.738
H -2.042 2.357 -0.434
H 3.203 -2.754 0.168
*
```

Calculated values
E_LUMO, eV: 0.66
HOMO-LUMO gap, eV: 10.21
SMILES: CC(C)[C@H](NC(=O)[C@@H](N)[C@@H](C)O)C(=O)O
HOMO level, eV: -9.6



<B>
The molecule C9H18N2O4. Source: the Open Molecules 2025 dataset; level of theory: the ωB97M-V functional and the def2-TZVPD basis.

The geometry in ORCA input format:
```
! wB97M-V def2-TZVPD RIJCOSX def2/J DEFGRID3
* xyz 0 1
C 0.786 2.933 -1.163
C 1.004 2.191 0.179
C 1.230 2.986 1.524
C 1.872 0.864 0.103
C 1.304 -0.347 -0.726
N -0.222 -0.725 -0.615
C -0.907 -1.267 0.416
O -0.261 -1.913 1.322
C -2.335 -0.892 0.531
N -2.525 0.477 1.186
C -3.340 -0.601 -0.721
O -3.055 0.405 -1.433
C 2.261 -1.532 -0.473
O 3.072 -1.833 -1.318
O 2.218 -2.020 0.966
H 0.270 2.356 -2.013
H 1.632 3.563 -1.623
H -0.168 3.800 -1.170
H 0.099 1.825 0.448
H 2.144 3.725 1.189
H 0.324 3.668 1.750
H 1.543 2.256 2.325
H 2.902 1.279 -0.043
H 1.654 0.368 1.189
H 1.435 -0.296 -1.842
H -0.900 -0.289 -1.210
H -3.068 -1.729 1.015
H -3.659 0.708 0.852
H -2.199 0.289 2.235
H -4.431 -0.525 -0.259
H -3.453 -1.569 -1.310
H -2.980 1.093 -0.897
H 1.049 -1.916 1.061
*
```

Calculated values
E_LUMO, eV: 0.05
HOMO-LUMO gap, eV: 9.91
SMILES: CC(C)C[C@H](NC(=O)[C@@H](N)CO)C(=O)O
HOMO level, eV: -9.9



Of them, the most stable is <A> and the least stable is <B>.



<A>
The molecule C2H8N2O2. Source: the Open Molecules 2025 dataset; level of theory: the ωB97M-V functional and the def2-TZVPD basis.

The geometry in ORCA input format:
```
! wB97M-V def2-TZVPD RIJCOSX def2/J DEFGRID3
* xyz 0 1
N -0.880 0.848 1.283
C -0.832 0.583 -0.187
C 0.236 -0.508 -0.346
N 1.538 0.095 -0.167
O 0.038 -1.487 0.599
O 0.038 -1.028 -1.679
H 0.028 1.218 1.556
H -1.572 1.557 1.495
H -0.585 1.450 -0.810
H -1.803 0.174 -0.471
H 1.757 0.687 -0.960
H 2.243 -0.631 -0.103
H -0.368 -0.974 1.409
H 0.163 -1.983 -1.620
*
```

Calculated values
E_LUMO, eV: 0.93
HOMO-LUMO gap, eV: 10.80
SMILES: NCC(N)(O)O
HOMO level, eV: -9.9



<B>
A 2-piece molecular cluster, C2H8N2O2 overall. Source: the Open Molecules 2025 dataset; level of theory: the ωB97M-V functional and the def2-TZVPD basis.

The geometry in ORCA input format:
```
! wB97M-V def2-TZVPD RIJCOSX def2/J DEFGRID3
* xyz 0 1
N -1.361 0.218 0.814
C -0.690 -1.065 0.870
C 0.808 -0.928 0.574
N 1.168 -0.522 -0.723
O 1.532 -1.083 1.578
H -2.370 0.172 0.921
H -1.085 1.045 1.169
H -0.720 -1.640 1.892
H -1.271 -1.777 0.154
H 0.414 -0.039 -1.272
H 2.133 -0.645 -1.056
O 0.310 2.397 -1.630
H 0.362 1.918 -0.888
H 0.769 1.950 -2.401
*
```

Calculated values
E_LUMO, eV: 0.65
HOMO-LUMO gap, eV: 10.07
SMILES: NCC(N)=O.O
HOMO level, eV: -9.4



<C>
A 2-piece molecular cluster, C2H8N2O2 overall. Source: the Open Molecules 2025 dataset; level of theory: the ωB97M-V functional and the def2-TZVPD basis.

The geometry in ORCA input format:
```
! wB97M-V def2-TZVPD RIJCOSX def2/J DEFGRID3
* xyz 0 1
N -1.481 0.681 1.142
C -0.882 0.991 -0.141
N 0.258 0.114 -0.372
C 1.029 0.294 -1.475
O 0.667 0.916 -2.450
H -2.020 1.476 1.452
H -2.104 -0.108 1.038
H -1.568 0.911 -0.993
H -0.531 2.011 -0.144
H 0.322 -0.696 0.228
H 2.050 -0.113 -1.386
O 0.596 -2.222 2.304
H 1.545 -2.359 2.270
H 0.149 -2.908 2.802
*
```

Calculated values
E_LUMO, eV: 0.62
HOMO-LUMO gap, eV: 9.92
SMILES: NCNC=O.O
HOMO level, eV: -9.3



<D>
C2H8N2O2 as an isolated structure. Source: the Open Molecules 2025 dataset; level of theory: the ωB97M-V functional and the def2-TZVPD basis.

The geometry in ORCA input format:
```
! wB97M-V def2-TZVPD RIJCOSX def2/J DEFGRID3
* xyz 0 1
C 0.999 -1.103 0.645
N 1.074 1.638 -0.505
O 0.422 -0.646 -0.558
H 1.362 1.642 -1.486
H 0.788 2.610 -0.377
H 0.921 -2.196 0.680
H 0.568 -0.668 1.551
H 2.061 -0.848 0.630
N -1.832 -0.349 0.410
C -0.918 0.072 -0.598
O -0.712 1.408 -0.604
H -1.589 0.081 1.294
H -1.857 -1.359 0.491
H -1.288 -0.283 -1.573
*
```

Calculated values
E_LUMO, eV: -0.14
HOMO-LUMO gap, eV: 9.22
HOMO level, eV: -9.4



Of them, the most stable is <A> and the least stable is <D>.



<A>
A 2-piece molecular cluster, C2H8N2O2 overall. Source: the Open Molecules 2025 dataset; level of theory: the ωB97M-V functional and the def2-TZVPD basis.

The geometry in ORCA input format:
```
! wB97M-V def2-TZVPD RIJCOSX def2/J DEFGRID3
* xyz 0 1
N 0.618 -0.378 3.131
C 0.093 0.057 1.837
C 1.157 0.742 0.991
N 1.056 0.460 -0.349
O 1.998 1.428 1.496
H 1.384 0.184 3.385
H -0.098 -0.246 3.828
H -0.807 0.660 2.012
H -0.405 -0.739 1.268
H 0.636 -0.397 -0.655
H 1.099 1.179 -1.051
O -2.398 -0.611 -5.353
H -2.182 -1.064 -4.533
H -2.152 -1.277 -6.006
*
```

Calculated values
E_LUMO, eV: 0.42
HOMO-LUMO gap, eV: 9.84
SMILES: NCC(N)=O.O
HOMO level, eV: -9.4



<B>
A 2-piece molecular cluster, C2H8N2O2 overall. Source: the Open Molecules 2025 dataset; level of theory: the ωB97M-V functional and the def2-TZVPD basis.

The geometry in ORCA input format:
```
! wB97M-V def2-TZVPD RIJCOSX def2/J DEFGRID3
* xyz 0 1
N -0.810 0.798 0.823
C -1.530 -0.069 -0.090
C -0.753 -1.321 -0.393
O 0.199 -1.709 0.224
H -0.320 0.240 1.516
H -1.425 1.448 1.295
H -2.510 -0.413 0.287
H -1.715 0.466 -1.028
H -1.167 -1.895 -1.243
N 2.412 0.396 0.054
O 1.474 0.995 -0.854
H 2.131 -0.585 0.147
H 3.294 0.412 -0.455
H 0.721 1.237 -0.281
*
```

Calculated values
E_LUMO, eV: 0.81
HOMO-LUMO gap, eV: 9.51
SMILES: NCC=O.NO
HOMO level, eV: -8.7



<C>
A 2-piece molecular cluster, C2H8N2O2 overall. Source: the Open Molecules 2025 dataset; level of theory: the ωB97M-V functional and the def2-TZVPD basis.

The geometry in ORCA input format:
```
! wB97M-V def2-TZVPD RIJCOSX def2/J DEFGRID3
* xyz 0 1
O -2.049 2.865 -0.744
C -2.124 3.576 0.203
O -2.798 4.739 0.178
H -1.650 3.358 1.170
H -2.734 5.169 1.049
N 2.079 -2.775 -0.955
C 0.861 -2.017 -0.593
N 0.600 -1.894 0.808
H 2.736 -2.221 -1.475
H 2.486 -3.236 -0.162
H 0.026 -2.527 -1.063
H 0.911 -1.017 -1.003
H 1.168 -1.238 1.312
H 0.491 -2.782 1.275
*
```

Calculated values
E_LUMO, eV: 0.54
HOMO-LUMO gap, eV: 9.32
SMILES: O=CO.NCN
HOMO level, eV: -8.8



Of them, the most stable is <A> and the least stable is <B>.



<A>
A 2-piece molecular cluster, C5H10NO3 overall. Source: the Open Molecules 2025 dataset; level of theory: the ωB97M-V functional and the def2-TZVPD basis.

The geometry in ORCA input format:
```
! wB97M-V def2-TZVPD RIJCOSX def2/J DEFGRID3
* xyz -1 1
C 0.982 -0.711 -0.636
C 0.555 0.688 -1.121
C 1.040 1.777 -0.217
C 1.999 2.640 -0.521
N 0.469 -1.079 0.657
C -0.924 -1.296 0.830
O -1.584 -1.489 -0.220
O -1.324 -1.282 2.020
H 0.627 -1.437 -1.365
H 2.075 -0.759 -0.608
H -0.536 0.689 -1.148
H 0.892 0.844 -2.151
H 0.568 1.804 0.759
H 2.344 3.392 0.178
H 2.484 2.628 -1.493
H 0.921 -0.691 1.467
H -3.392 -1.931 0.447
H -3.241 -1.785 1.878
O -3.955 -2.001 1.244
*
```

Calculated values
E_LUMO, eV: 3.48
HOMO-LUMO gap, eV: 8.37
HOMO level, eV: -4.9



<B>
A 2-piece molecular cluster, C5H10NO3 overall. Source: the Open Molecules 2025 dataset; level of theory: the ωB97M-V functional and the def2-TZVPD basis.

The geometry in ORCA input format:
```
! wB97M-V def2-TZVPD RIJCOSX def2/J DEFGRID3
* xyz -1 1
C -0.127 0.186 -2.096
C -1.439 0.651 -1.477
C 0.177 -1.251 -1.652
O 0.187 -2.236 -2.463
N 0.504 -1.398 -0.399
H -0.272 0.210 -3.251
H 0.739 0.953 -2.160
H -1.914 -0.329 -1.065
H -2.108 1.070 -2.210
H 0.754 -2.351 -0.140
H 0.723 -0.593 0.312
H -1.445 1.390 -0.722
C 0.096 2.200 2.428
C 0.201 0.769 1.977
O 1.246 0.537 1.184
O -0.661 0.000 2.461
H 0.796 2.702 1.669
H 0.462 2.248 3.402
H -0.893 2.758 2.420
*
```

Calculated values
E_LUMO, eV: 3.90
HOMO-LUMO gap, eV: 8.91
HOMO level, eV: -5.0



Of them, the most stable is <A> and the least stable is <B>.



<A>
A 2-piece molecular cluster, C3H10N3O overall. Source: the Open Molecules 2025 dataset; level of theory: the ωB97M-V functional and the def2-TZVPD basis.

The geometry in ORCA input format:
```
! wB97M-V def2-TZVPD RIJCOSX def2/J DEFGRID3
* xyz -1 1
N 3.665 -0.027 -1.503
C 2.590 0.211 -0.653
N 1.513 0.791 -1.056
H 3.362 -0.006 -2.480
H 4.300 -0.745 -1.246
H 2.684 -0.210 0.350
H 0.798 0.609 -0.306
C -0.998 0.532 1.028
O 0.265 0.014 1.126
C -1.848 -0.552 0.365
N -3.247 -0.135 0.386
H -1.440 0.755 2.026
H -1.054 1.484 0.456
H -1.491 -0.615 -0.673
H -1.691 -1.502 0.894
H -3.864 -0.836 0.013
H -3.545 0.233 1.273
*
```

Calculated values
E_LUMO, eV: 4.20
HOMO-LUMO gap, eV: 6.92
HOMO level, eV: -2.7



<B>
A 2-piece molecular cluster, C3H10N3O overall. Source: the Open Molecules 2025 dataset; level of theory: the ωB97M-V functional and the def2-TZVPD basis.

The geometry in ORCA input format:
```
! wB97M-V def2-TZVPD RIJCOSX def2/J DEFGRID3
* xyz -1 1
C 0.591 0.990 -1.219
N 0.648 1.857 -0.040
C -0.289 1.752 0.929
N -0.644 2.733 1.678
H 1.593 0.842 -1.612
H 0.217 -0.005 -0.918
H -0.043 1.435 -1.998
H 1.014 2.792 -0.131
H -0.699 0.742 1.032
H -1.348 2.434 2.341
N -0.917 -1.750 0.308
C 0.435 -2.308 -0.137
O 0.837 -1.764 -1.287
H -1.319 -2.356 1.023
H -1.517 -1.867 -0.504
H 1.119 -2.106 0.721
H 0.321 -3.420 -0.186
*
```

Calculated values
E_LUMO, eV: 4.29
HOMO-LUMO gap, eV: 7.03
HOMO level, eV: -2.7



Of them, the most stable is <B> and the least stable is <A>.



<A>
A 4-piece molecular cluster, C3H14O3S2 overall. Source: the Open Molecules 2025 dataset; level of theory: the ωB97M-V functional and the def2-TZVPD basis.

The geometry in ORCA input format:
```
! wB97M-V def2-TZVPD RIJCOSX def2/J DEFGRID3
* xyz 0 1
C 2.367 0.933 -1.439
C 1.352 -0.208 -1.596
C 1.366 -1.149 -0.389
S -0.271 -1.931 -0.277
S 0.057 -3.446 1.083
H 3.342 0.584 -1.793
H 2.093 1.802 -2.040
H 2.530 1.332 -0.436
H 1.637 -0.797 -2.465
H 0.344 0.205 -1.686
H 1.669 -0.556 0.480
H 2.035 -2.004 -0.467
H 1.383 -3.553 0.891
O -3.412 2.787 3.371
H -3.095 1.890 3.239
H -3.160 3.262 2.580
O -1.109 -0.208 2.280
H -0.769 -0.954 1.748
H -1.184 -0.781 3.080
O -2.498 0.569 -1.920
H -2.693 0.972 -2.773
H -1.986 1.253 -1.470
*
```

Calculated values
E_LUMO, eV: 0.40
HOMO-LUMO gap, eV: 8.95
SMILES: CCCSS.O.O.O
HOMO level, eV: -8.5



<B>
A 4-piece molecular cluster, C3H14O3S2 overall. Source: the Open Molecules 2025 dataset; level of theory: the ωB97M-V functional and the def2-TZVPD basis.

The geometry in ORCA input format:
```
! wB97M-V def2-TZVPD RIJCOSX def2/J DEFGRID3
* xyz 0 1
C -0.355 0.997 -1.082
C -0.418 0.989 0.606
C 0.751 1.342 1.429
S 1.808 0.008 1.998
S 1.293 -1.570 0.775
H 0.724 1.098 -1.484
H -0.524 0.071 -1.152
H -1.287 1.454 -1.388
H -0.731 0.103 0.972
H -1.233 1.894 0.787
H 0.380 2.138 2.369
H 1.460 2.125 0.861
H 2.336 -2.183 0.180
O -2.824 -1.037 -1.980
H -2.836 -0.473 -1.107
H -2.118 -1.693 -1.904
O 0.555 2.511 -3.946
H 0.708 1.670 -3.691
H -0.347 2.768 -3.676
O -2.752 -1.477 0.664
H -2.188 -2.161 0.834
H -3.656 -1.775 0.420
*
```

Calculated values
E_LUMO, eV: 0.05
HOMO-LUMO gap, eV: 8.71
SMILES: CCCSS.O.O.O
HOMO level, eV: -8.7



<C>
A 4-piece molecular cluster, C3H14O3S2 overall. Source: the Open Molecules 2025 dataset; level of theory: the ωB97M-V functional and the def2-TZVPD basis.

The geometry in ORCA input format:
```
! wB97M-V def2-TZVPD RIJCOSX def2/J DEFGRID3
* xyz 0 1
C 0.617 1.651 -1.098
C 1.606 1.174 -0.055
S 0.643 0.935 1.514
S 0.769 -1.029 1.901
C -0.309 -2.179 1.025
H 1.131 2.191 -1.877
H -0.106 2.390 -0.784
H 0.057 0.770 -1.463
H 2.121 0.277 -0.329
H 2.420 1.887 0.129
H 0.313 -2.575 0.231
H -0.560 -3.060 1.635
H -1.263 -1.850 0.706
O -2.693 2.007 0.464
H -2.138 2.766 0.691
H -3.032 1.750 1.331
O -2.353 -0.555 -0.818
H -3.191 -0.767 -1.245
H -2.389 0.415 -0.781
O 2.623 -2.172 -0.050
H 2.455 -1.371 -0.541
H 3.281 -2.655 -0.587
*
```

Calculated values
E_LUMO, eV: 0.50
HOMO-LUMO gap, eV: 8.68
SMILES: CCSSC.O.O.O
HOMO level, eV: -8.2



<D>
A 4-piece molecular cluster, C3H14O3S2 overall. Source: the Open Molecules 2025 dataset; level of theory: the ωB97M-V functional and the def2-TZVPD basis.

The geometry in ORCA input format:
```
! wB97M-V def2-TZVPD RIJCOSX def2/J DEFGRID3
* xyz 0 1
C -2.319 0.493 0.113
C -1.577 0.746 -1.200
S 0.167 0.306 -1.087
S 0.073 -1.679 -1.729
C 1.839 -2.223 -1.723
H -1.871 0.912 1.013
H -3.377 0.733 0.099
H -2.020 -0.570 0.190
H -1.615 1.819 -1.381
H -2.111 0.330 -2.051
H 2.344 -1.406 -2.267
H 1.911 -3.085 -2.368
H 2.217 -2.151 -0.707
O 2.284 1.393 1.667
H 1.429 1.442 1.208
H 2.234 1.842 2.496
O 4.577 2.046 0.118
H 5.071 2.549 0.782
H 3.770 1.815 0.595
O -4.069 -1.595 1.827
H -4.478 -2.470 1.768
H -4.480 -1.248 2.639
*
```

Calculated values
E_LUMO, eV: 0.51
HOMO-LUMO gap, eV: 8.27
SMILES: CCSSC.O.O.O
HOMO level, eV: -7.8



Of them, the most stable is <A> and the least stable is <B>.